[1]
ORCA calculation (ωB97M-V/def2-TZVPD) on 8 unconnected molecules or ions with the total composition C14H28Cl10O9.

## Properties
Highest occupied orbital energy (eV): -10.6
Energy (eV): -158624.0150
ΔE to the lowest compared entry with this formula, charge and spin (kcal per mole): 0.0
Gap between HOMO and LUMO (eV): 10.89
Lowest unoccupied orbital energy (eV): 0.317

Each line ends with the Löwdin charge.
Element x y z (Å)
C: -16.250 12.429 19.025  -0.0322
O: -16.841 13.224 20.044  -0.0005
C: -16.177 13.325 21.195  -0.6096
O: -15.095 12.856 21.419  0.1088
O: -16.911 14.064 22.014  -0.0387
C: -16.294 14.476 23.252  -0.0240
H: -15.200 12.208 19.220  0.0907
H: -16.346 12.930 18.069  0.0953
H: -16.730 11.445 18.987  0.1010
H: -15.213 14.398 23.174  0.0553
H: -16.665 13.840 24.049  0.1047
H: -16.524 15.529 23.377  0.0518
C: -19.676 18.050 25.086  -0.0735
O: -20.864 17.459 25.585  0.0109
C: -21.865 17.357 24.719  -0.6375
O: -21.879 17.811 23.605  0.1073
O: -22.826 16.631 25.281  0.0039
C: -24.049 16.571 24.547  -0.0374
H: -19.773 19.141 25.063  0.0926
H: -19.415 17.700 24.085  0.0155
H: -18.859 17.812 25.762  0.0813
H: -24.396 17.574 24.302  0.0983
H: -24.766 16.079 25.193  0.0915
H: -23.915 16.009 23.624  0.0978
C: -14.295 16.737 27.433  -0.0562
O: -15.534 17.077 28.068  -0.0087
C: -15.919 16.245 29.031  -0.6342
O: -15.284 15.331 29.479  0.1300
O: -17.142 16.588 29.409  0.0097
C: -17.689 15.771 30.425  -0.0484
H: -13.499 16.591 28.161  0.0970
H: -14.075 17.519 26.721  0.0509
H: -14.410 15.778 26.920  0.0989
H: -17.056 15.788 31.313  0.0994
H: -17.810 14.739 30.099  0.0995
H: -18.662 16.192 30.660  0.0948
Cl: -11.098 15.072 20.842  0.5165
C: -12.759 14.840 21.425  -1.0219
Cl: -13.420 16.331 22.106  0.5499
H: -13.344 14.561 20.560  0.0136
H: -12.776 14.057 22.169  0.0273
Cl: -19.843 16.576 19.397  0.5248
C: -18.752 16.082 20.696  -1.0068
Cl: -19.635 15.734 22.200  0.5785
H: -18.226 15.183 20.403  -0.0033
H: -18.085 16.911 20.895  -0.0413
Cl: -20.429 22.709 23.066  0.5245
C: -18.863 22.180 23.682  -1.0237
Cl: -17.543 23.197 23.064  0.5139
H: -18.849 22.285 24.758  0.0250
H: -18.703 21.158 23.366  -0.0390
Cl: -13.181 24.265 20.591  0.5128
C: -14.596 23.658 21.466  -1.0620
Cl: -14.942 21.970 21.097  0.5058
H: -14.411 23.720 22.530  0.0183
H: -15.420 24.288 21.158  0.0101
Cl: -15.849 18.063 24.631  0.5876
C: -15.811 18.984 23.125  -0.9629
Cl: -17.425 18.981 22.369  0.5863
H: -15.536 20.017 23.295  0.0017
H: -15.135 18.481 22.448  -0.0220

[2]
ORCA calculation (ωB97M-V/def2-TZVPD) on 6 unconnected molecules or ions with the total composition C14H28F18N2O6P2.

## Properties
Highest occupied orbital energy (alpha / beta) (eV): 3.2 / -1.1
Charge: -3
Energy (eV): -97737.9516
Gap between HOMO and LUMO (alpha / beta) (eV): 3.14 / 7.42
Lowest unoccupied orbital energy (alpha / beta) (eV): 6.293 / 6.293
⟨S²⟩: 0.753
2S+1: 2

Each line ends with the Löwdin charge.
Element x y z (Å)
C: -6.230 -31.237 13.451  0.0326
C: -7.310 -30.155 13.715  -0.3286
O: -8.039 -29.706 12.840  0.0927
N: -7.583 -29.827 15.175  0.1264
H: -8.476 -30.179 15.488  0.0974
H: -6.823 -30.188 15.734  0.0917
C: -7.640 -28.278 15.306  0.0346
H: -5.939 -31.399 12.413  0.0697
H: -6.724 -32.086 13.923  0.0826
H: -5.359 -30.870 13.993  0.0790
H: -8.090 -28.168 16.293  0.0914
H: -8.300 -27.921 14.516  0.0681
H: -6.640 -27.843 15.295  0.0954
C: -9.893 -32.782 12.434  -0.0443
C: -11.144 -31.983 12.157  -0.6164
O: -12.014 -32.269 11.376  -0.1064
N: -11.198 -30.513 12.619  0.0789
H: -12.179 -30.425 12.841  0.1350
H: -10.820 -30.315 13.535  0.0969
C: -10.769 -29.530 11.450  -0.0072
H: -9.477 -32.744 11.428  0.0689
H: -10.101 -33.771 12.843  0.0672
H: -9.255 -32.314 13.184  0.0416
H: -10.698 -28.515 11.841  0.0598
H: -11.504 -29.595 10.648  0.0624
H: -9.828 -29.873 11.019  0.0687
C: -10.184 -31.969 16.352  -0.4208
O: -9.264 -32.777 15.638  -0.1331
O: -10.342 -30.739 15.679  -0.2190
C: -11.425 -32.805 16.803  -0.6571
F: -11.840 -32.550 18.019  0.1461
F: -12.415 -32.499 16.070  0.1902
F: -11.296 -34.147 16.717  0.1152
C: -8.330 -33.688 16.294  -0.2439
C: -7.941 -34.801 15.263  -0.0521
H: -8.946 -35.150 15.026  0.0721
H: -7.323 -34.390 14.465  0.0465
H: -7.433 -35.583 15.827  0.0623
H: -8.784 -34.248 17.111  0.0911
H: -7.468 -33.275 16.819  0.0964
H: -9.603 -31.793 17.258  0.1185
C: -5.019 -30.650 17.956  -0.3524
O: -6.366 -30.049 18.381  -0.1330
O: -4.969 -30.255 16.603  -0.2665
C: -3.827 -30.330 18.965  -0.5292
F: -3.373 -29.050 18.883  0.1005
F: -4.162 -30.502 20.282  0.0751
F: -2.764 -31.112 18.834  0.1264
C: -7.186 -30.715 19.343  -0.3258
C: -8.441 -29.952 19.725  -0.0725
H: -9.003 -30.595 20.402  0.0708
H: -8.128 -29.040 20.233  0.0683
H: -8.914 -29.686 18.779  0.0730
H: -6.533 -30.636 20.211  0.0798
H: -7.232 -31.804 19.360  0.1044
H: -5.149 -31.728 17.855  0.1230
P: -11.005 -26.083 14.961  0.2132
F: -10.366 -26.466 13.528  -0.1809
F: -10.950 -27.753 15.308  -0.2354
F: -9.526 -25.928 15.614  -0.1792
F: -11.637 -25.851 16.450  -0.1930
F: -11.085 -24.498 14.524  -0.1908
F: -12.503 -26.408 14.449  -0.1863
P: -5.259 -34.295 11.414  0.2072
F: -4.041 -34.147 10.317  -0.2031
F: -6.122 -35.271 10.478  -0.1753
F: -4.622 -35.631 12.197  -0.2121
F: -6.607 -34.330 12.357  -0.1929
F: -4.386 -33.323 12.431  -0.1916
F: -5.882 -33.021 10.683  -0.1719

[3]
ORCA calculation (ωB97M-V/def2-TZVPD) on a molecular structure, C14H28F6N4O10S2V.

## Properties
Highest occupied orbital energy (alpha / beta) (eV): -6.8 / -9.2
Energy (eV): -105073.8936
Gap between HOMO and LUMO (alpha / beta) (eV): 7.08 / 9.44
Lowest unoccupied orbital energy (alpha / beta) (eV): 0.276 / 0.275
⟨S²⟩: 3.753
2S+1: 4

Each line ends with the Löwdin charge.
Element x y z (Å)
V: -17.276 -22.098 8.655  0.8559
C: -16.908 -19.373 4.777  -0.7300
F: -16.219 -18.884 3.730  0.1317
F: -17.616 -18.452 5.263  0.2080
F: -17.694 -20.327 4.341  0.1276
S: -15.770 -20.247 6.080  0.5691
O: -14.899 -19.228 6.665  -0.3253
O: -16.779 -20.864 6.980  -0.4035
O: -14.935 -21.239 5.339  -0.3448
C: -19.554 -25.154 11.572  -0.6268
F: -19.991 -25.258 12.826  0.1482
F: -18.784 -26.130 11.120  0.1364
F: -20.445 -24.843 10.617  0.1108
S: -18.478 -23.544 11.636  0.5080
O: -17.923 -23.297 10.287  -0.3932
O: -19.503 -22.583 11.930  -0.3135
O: -17.438 -23.663 12.602  -0.2941
C: -15.609 -26.039 8.819  0.0246
C: -16.186 -25.068 7.792  -0.4789
O: -16.259 -23.854 8.012  -0.0350
N: -16.572 -25.563 6.626  0.0427
C: -16.902 -24.812 5.392  -0.0184
H: -15.781 -25.688 9.837  0.0810
H: -14.539 -26.240 8.763  0.0882
H: -16.183 -26.945 9.014  0.0790
H: -16.699 -26.563 6.559  0.1399
H: -16.273 -25.211 4.596  0.0872
H: -16.635 -23.756 5.428  0.0823
H: -17.967 -24.839 5.163  0.0757
C: -20.434 -21.765 5.975  0.0421
C: -19.984 -22.864 6.897  -0.4404
O: -19.056 -22.798 7.753  -0.0560
N: -20.529 -24.079 6.733  0.0354
C: -20.353 -25.241 7.648  -0.0433
H: -21.206 -22.160 5.314  0.0814
H: -19.632 -21.203 5.497  0.0791
H: -20.980 -21.066 6.608  0.0958
H: -21.220 -24.360 6.053  0.1375
H: -20.420 -26.186 7.110  0.0776
H: -21.309 -25.313 8.167  0.0824
H: -19.492 -25.369 8.304  0.0772
C: -18.350 -18.210 9.232  0.0429
C: -18.948 -19.489 9.752  -0.4922
O: -18.515 -20.541 9.309  -0.0394
N: -19.971 -19.556 10.602  0.0592
C: -20.540 -18.459 11.392  -0.0695
H: -17.374 -18.525 8.863  0.0895
H: -18.308 -17.451 10.014  0.0828
H: -18.887 -17.883 8.342  0.0959
H: -20.259 -20.479 10.892  0.1271
H: -21.342 -18.853 12.017  0.0803
H: -21.050 -17.676 10.830  0.0857
H: -19.915 -18.115 12.216  0.0858
C: -13.391 -21.498 8.983  0.0246
C: -14.309 -21.571 10.185  -0.5111
O: -15.542 -21.484 9.941  -0.0414
N: -13.807 -21.755 11.345  0.0621
C: -14.459 -21.869 12.702  -0.0070
H: -12.637 -22.283 9.049  0.0845
H: -13.101 -20.462 8.810  0.0964
H: -13.859 -21.754 8.032  0.0704
H: -12.800 -21.699 11.402  0.1438
H: -14.107 -22.561 13.467  0.0877
H: -15.524 -22.031 12.540  0.0602
H: -14.558 -20.893 13.177  0.0797

[4]
ORCA calculation (ωB97M-V/def2-TZVPD) on a molecular structure, C14H28NO5OsP.

## Properties
Highest occupied orbital energy (alpha / beta) (eV): -23.7 / -23.9
Charge: +4
Energy (eV): -38403.3018
Gap between HOMO and LUMO (alpha / beta) (eV): 9.07 / 4.67
Lowest unoccupied orbital energy (alpha / beta) (eV): -14.607 / -19.260
⟨S²⟩: 6.024
2S+1: 5

Each line ends with the Löwdin charge.
Element x y z (Å)
Os: -0.224 0.900 -0.256  1.3721
C: -1.849 -0.143 -0.137  -0.2184
O: -2.785 -0.787 0.005  0.2916
C: -0.239 2.776 -0.317  -0.2174
O: -0.116 3.927 -0.315  0.3081
C: 1.661 0.593 -0.173  -0.2325
O: 2.778 0.418 0.068  0.2842
C: -1.713 0.453 -3.067  -0.4734
P: -0.010 0.103 -2.328  1.0165
H: 0.524 -1.530 -4.090  0.1298
H: -2.360 -0.321 -2.645  0.1192
C: 1.168 1.125 -3.363  -0.4244
H: 0.697 1.195 -4.336  0.1280
C: -1.694 0.329 -4.587  -0.0257
H: -1.210 -0.606 -4.940  0.1009
H: -1.182 1.191 -5.062  0.1161
H: -2.749 0.306 -4.934  0.1595
C: -2.226 1.796 -2.595  -0.0702
H: -1.705 2.649 -3.091  0.1191
C: 1.454 -2.418 -2.420  -0.0846
H: -2.091 1.909 -1.484  0.0358
H: -3.317 1.858 -2.807  0.1524
C: -1.017 -2.512 -2.939  -0.0397
H: 1.155 -3.059 -1.592  0.0044
H: 1.902 -3.139 -3.136  0.1422
H: 2.237 -1.759 -2.020  0.0747
C: 0.270 -1.669 -3.022  -0.4311
H: -0.767 -3.559 -3.181  0.1404
H: -1.803 -2.179 -3.631  0.0941
H: -1.412 -2.484 -1.914  0.0849
C: 2.505 0.449 -3.583  -0.0120
H: 3.122 0.297 -2.667  0.1114
H: 3.102 1.079 -4.274  0.1715
H: 2.398 -0.539 -4.063  0.1032
C: 1.254 2.531 -2.814  -0.0686
H: 0.255 2.999 -2.669  0.0692
H: 1.810 3.169 -3.535  0.1626
H: 1.784 2.606 -1.824  0.0929
H: 0.706 -4.014 -0.180  0.0630
H: 0.397 -3.579 0.290  0.0576
N: 0.317 -0.132 4.225  0.2196
C: -0.476 1.196 4.005  0.0416
C: -0.955 1.185 2.567  -0.5488
O: -2.052 1.558 2.198  0.1802
O: 0.069 0.793 1.818  -0.1980
H: -0.222 -0.993 4.149  0.1804
H: 0.712 -0.219 5.197  0.2148
H: 1.095 -0.173 3.562  0.1558
H: -1.259 1.227 4.775  0.1697
H: 0.216 2.047 4.200  0.1776

| no. | strongest force on any atom (eV/A) |
| --- | --- |
| 1 | 1.139 |
| 2 | 5.641 |
| 3 | 5.773 |
| 4 | 9.395 |